Below is a structure of composition C30H45NO4P2Pm, with properties calculated with wB97M-V/def2-TZVPD.

Computed properties:
LUMO (spin up / spin down), eV: -3.46 / -3.45
Orbital gap (spin up / spin down), eV: 7.04 / 7.05
HOMO level (spin up / spin down), hartree: -0.386 / -0.386
⟨S²⟩: 6.007

```
! wB97M-V def2-TZVPD RIJCOSX def2/J DEFGRID3
* xyz 1 5
H 1.969 2.013 3.389
H 3.998 -2.209 -2.254
C -1.718 0.546 1.887
H 6.461 1.121 -5.667
H 2.300 0.372 2.805
C 1.542 -0.804 -2.923
H 5.339 1.862 -4.548
C 2.893 -1.638 -6.372
H 0.511 1.263 -4.834
C 2.988 0.867 -5.955
H 2.993 -2.896 -0.947
H 0.296 4.054 0.688
N -5.270 -5.992 3.269
C 0.495 3.075 0.221
H 3.119 1.710 -1.922
H 5.003 -1.399 -6.859
C 1.894 1.351 2.511
H 4.458 2.157 -6.708
C -1.188 -1.064 -3.814
C -2.372 -3.878 1.131
H -0.942 1.915 -4.019
C 4.395 -1.858 -6.069
C 4.408 1.113 -6.356
H -3.986 -3.161 -0.114
H 2.734 -1.835 -7.446
H 1.584 2.960 0.157
C -1.450 -2.813 0.660
C -0.137 1.979 1.004
C 3.636 0.753 -1.787
C -0.500 0.360 2.608
H -2.877 -1.115 2.621
C 5.458 0.997 -5.222
C -1.975 -4.798 2.112
C -4.290 -5.409 2.412
O -6.481 -5.741 3.075
Pm -0.089 -0.618 0.090
H -1.387 -1.996 -3.269
H -3.568 0.485 2.947
O -4.872 -6.712 4.217
H 4.814 -2.221 -3.961
H 4.159 0.499 -2.721
H 2.315 -2.415 -5.846
C 0.486 1.224 2.043
C -3.707 -3.822 0.702
H 0.674 -0.441 4.203
H -3.655 -0.206 1.312
H -1.055 -0.274 4.564
H 2.129 -0.345 -3.734
C 5.424 -0.255 -4.400
H -5.730 -4.497 1.086
H 1.235 -0.306 -5.893
H 0.685 2.244 -3.354
O -0.278 -2.638 1.174
H -3.145 2.805 0.447
C -1.490 1.535 0.882
H 2.446 1.780 -5.677
H 4.355 -1.821 -0.543
C -0.331 -0.537 3.779
O -1.881 -1.981 -0.238
H -2.146 -0.551 -3.965
C -3.014 -0.108 2.199
H 2.544 1.762 1.729
H -3.172 1.262 -0.430
H 4.569 -2.946 -6.127
H -0.487 -1.596 3.518
H -2.056 2.536 -0.933
H -0.926 -4.874 2.390
C -2.933 -5.573 2.747
H 0.114 3.120 -0.807
C -4.681 -4.562 1.357
H 1.422 -1.877 -3.133
C 2.326 -0.301 -6.016
P -0.134 0.027 -2.788
H 6.015 -0.192 -3.476
C -2.513 2.059 -0.059
H 4.386 0.844 -0.989
C 4.848 -1.426 -4.712
P 2.458 -0.558 -1.307
H 4.710 0.482 -7.201
C 0.060 1.493 -3.857
H -2.667 -6.286 3.522
H -0.735 -1.294 -4.789
C 3.560 -2.016 -1.270
*
```

Below is a structure of composition C30H46AsIN4O5Si3Y, with properties calculated with wB97M-V/def2-TZVPD.

Computed properties:
LUMO, eV: -3.32
Orbital gap, eV: 7.17
HOMO level, hartree: -0.386

```
! wB97M-V def2-TZVPD RIJCOSX def2/J DEFGRID3
* xyz 1 1
C -3.459 -1.383 -0.008
C -3.189 1.576 1.261
H 4.389 -0.860 -0.521
H -3.906 0.982 -0.665
H -1.464 4.154 -1.720
C -0.638 3.453 -1.869
H 4.167 0.379 3.343
H 0.041 -1.404 -2.808
H 3.361 -2.177 0.884
O 1.127 -4.944 -1.704
H 1.095 -5.030 1.062
I 2.284 -5.519 3.383
C -3.987 -3.874 0.017
H 4.292 0.077 1.614
C 3.588 0.147 2.446
C -2.817 1.734 3.638
As 1.326 1.253 0.027
H 2.167 2.573 -3.168
Si 2.280 1.464 2.199
H 3.004 -1.422 -1.495
H -1.169 -5.493 -3.005
H -2.407 1.313 4.549
C 3.801 -0.678 -1.425
H 0.197 4.084 2.035
C -3.494 2.942 3.676
N -1.823 -3.152 0.151
C -3.153 -4.991 0.080
H 0.061 1.879 3.261
C -1.850 -4.500 0.147
H 3.553 3.143 3.425
H -3.613 3.471 4.613
C -0.466 3.965 1.175
C 1.873 4.659 -0.675
C -2.669 1.052 2.436
H -0.939 -5.082 0.168
H -4.580 4.398 2.530
O -3.103 0.068 -4.263
H -3.443 -6.029 0.077
H -1.064 2.480 -2.107
H 3.280 1.411 -3.897
N 2.990 -3.026 1.279
C 4.597 2.200 -0.937
H -1.248 3.252 1.445
C -4.035 3.463 2.506
C -2.980 0.916 -0.085
C 3.074 3.138 2.441
O 0.969 -2.084 1.538
C 0.892 1.187 3.414
Y -0.288 -1.368 -0.135
H -0.946 4.931 0.992
H 4.342 3.257 -0.980
C -2.545 -4.050 -3.829
C -3.883 2.784 1.309
H 3.844 3.346 1.697
H -3.782 -2.373 -4.425
H 2.573 4.730 0.158
H 4.950 1.976 0.072
H -2.158 0.097 2.424
C 2.507 1.536 -3.134
H -4.306 3.195 0.398
C -1.910 -1.781 -3.572
C 1.717 -3.098 1.594
H -5.065 -3.858 -0.046
H -3.263 -4.795 -4.145
N -2.534 -0.471 -0.005
C -0.706 -2.158 -3.016
O -1.499 0.349 -2.851
H 1.657 0.904 -3.406
C -1.369 -4.448 -3.203
Si 3.182 1.091 -1.449
H 3.120 -0.825 2.603
H 2.352 3.956 2.423
H 3.578 -3.845 1.327
H 1.262 1.320 4.435
H 1.432 5.649 -0.829
C -2.845 -2.703 -3.999
H 0.141 -4.284 2.372
H 4.474 -0.839 -2.272
H -2.234 1.484 -0.645
N -2.201 -0.345 -3.581
H 0.507 0.167 3.334
Si 0.469 3.463 -0.360
C 0.682 -3.827 -1.833
H 2.429 4.414 -1.577
H 5.433 2.027 -1.622
O 1.028 -2.787 -1.107
C 1.135 -4.424 1.968
H -4.508 -1.095 -0.098
H -0.079 3.786 -2.747
C -3.149 -2.760 0.064
C -0.454 -3.496 -2.772
*
```

Below is a structure of composition C30H46BCrN6S5, with properties calculated with wB97M-V/def2-TZVPD.

Computed properties:
LUMO (spin up / spin down), eV: -1.32 / 0.30
Orbital gap (spin up / spin down), eV: 5.62 / 7.30
HOMO level (spin up / spin down), hartree: -0.255 / -0.257
⟨S²⟩: 3.905

```
! wB97M-V def2-TZVPD RIJCOSX def2/J DEFGRID3
* xyz 0 4
C 14.783 9.618 14.595
C 6.777 11.730 11.670
H 7.603 13.978 12.592
H 7.641 7.587 13.385
C 12.540 9.026 15.704
H 15.248 9.456 13.590
Cr 12.772 9.491 11.431
C 11.203 12.205 10.837
H 10.471 11.187 17.137
C 15.144 11.064 15.084
C 12.545 5.660 11.135
H 10.872 7.497 17.441
H 13.006 14.731 9.290
H 9.768 5.670 10.246
H 6.978 12.504 10.907
H 14.602 5.323 11.649
S 16.582 10.243 8.461
H 6.373 7.743 9.651
H 5.875 11.919 12.249
H 13.197 12.368 10.305
H 7.970 11.053 13.398
H 7.305 6.099 12.440
N 11.224 10.934 11.304
H 9.550 13.749 11.119
N 10.221 8.328 12.109
C 14.163 9.146 8.601
H 11.468 4.504 9.742
C 7.182 7.165 12.446
C 12.463 4.912 9.757
H 16.627 8.788 15.445
C 16.375 9.199 7.042
C 9.319 11.802 11.991
C 15.546 8.562 15.460
H 9.352 11.234 15.797
H 8.670 13.556 13.951
H 6.782 10.768 11.185
H 7.342 6.207 9.845
H 13.242 4.130 9.620
C 9.979 12.797 11.256
S 17.552 9.074 5.934
H 12.947 8.613 16.626
H 9.401 8.276 18.071
C 12.197 14.296 9.907
N 11.530 7.844 11.936
H 10.896 9.155 18.086
H 12.413 14.715 10.909
C 10.017 9.226 16.179
H 14.839 11.299 16.119
C 7.785 13.249 13.364
H 13.914 6.640 12.613
H 15.459 7.548 15.104
H 7.908 8.955 11.260
C 12.065 12.331 8.444
C 7.404 7.326 9.856
H 12.253 4.866 11.893
C 9.397 7.568 11.392
H 11.234 14.681 9.579
C 7.913 7.796 11.227
C 15.076 9.949 9.282
H 15.265 8.560 16.500
S 12.539 8.809 9.099
C 10.104 6.460 10.847
N 12.538 9.834 13.582
S 14.804 10.524 10.910
C 11.462 6.674 11.207
H 14.730 11.768 14.387
H 14.302 6.997 10.869
H 6.100 7.346 12.374
H 8.038 7.625 9.011
N 10.075 10.718 12.074
H 8.882 9.447 13.586
N 11.173 9.805 14.065
B 9.984 9.571 13.129
C 12.240 12.751 9.936
C 13.945 6.198 11.587
H 11.100 12.639 8.018
C 7.972 11.923 12.683
C 9.657 10.655 16.659
H 6.922 13.280 14.041
S 14.726 8.485 7.103
H 16.246 11.208 15.056
C 11.203 9.274 15.286
C 13.320 9.429 14.589
H 9.218 8.809 15.617
H 12.150 11.242 8.314
H 8.799 10.650 17.345
C 10.301 8.461 17.471
H 12.857 12.841 7.853
H 12.599 5.726 8.991
*
```

Below is a structure of composition C30H46BN6S3V, with properties calculated with wB97M-V/def2-TZVPD.

Computed properties:
LUMO (spin up / spin down), eV: -2.73 / -2.66
Orbital gap (spin up / spin down), eV: 7.97 / 8.05
HOMO level (spin up / spin down), hartree: -0.393 / -0.394
⟨S²⟩: 3.760

```
! wB97M-V def2-TZVPD RIJCOSX def2/J DEFGRID3
* xyz 1 4
C 0.835 -0.508 -3.810
H 4.684 4.447 -2.480
H 2.412 -3.470 0.075
H -3.766 3.413 -0.478
H -3.168 -5.724 0.852
C -0.319 -3.403 -1.947
C -2.400 -1.751 -0.945
H -4.053 4.784 1.760
S -0.929 -5.099 0.286
C 1.320 0.627 -3.155
H 3.123 -1.362 -1.151
H -1.955 -4.814 -1.834
H 3.114 4.972 -1.863
H 0.504 -0.661 3.919
C -0.518 -0.616 -4.096
H 4.301 -2.654 -1.242
H -3.140 -4.302 -0.164
H 4.534 4.991 -0.812
H -0.955 1.090 4.026
C 4.093 -3.552 1.385
N 1.580 -0.852 0.885
H -2.809 -2.631 -1.440
S -2.265 -2.209 1.898
H 3.371 2.449 -2.033
H 4.673 -4.221 0.749
C 1.017 -0.946 3.015
H -0.889 -1.480 -4.631
C -0.926 -4.739 -1.483
C -4.569 2.774 -0.105
H 2.953 4.720 1.205
B 0.036 0.923 1.289
V 1.049 0.134 -0.823
C -4.533 2.696 1.416
H -1.603 2.301 -2.744
C 1.397 3.222 1.662
C -2.670 -4.766 0.700
C 4.030 4.438 -1.608
C 2.698 2.934 -0.102
H -4.835 4.006 3.136
H 0.868 3.547 2.545
H -2.606 -0.895 -1.587
H -3.134 -0.457 0.621
S -0.618 -1.996 -0.879
C -4.820 4.060 2.047
H -0.663 -3.191 -2.962
N -1.252 1.325 1.931
N 1.057 2.089 1.043
C 1.925 -1.960 2.785
H -5.787 4.442 1.716
C -2.899 -3.894 1.930
H 0.771 -3.462 -1.989
C 3.092 -2.756 0.556
N -2.252 1.790 1.121
C 5.024 2.309 -0.679
H -5.521 3.192 -0.433
N 0.816 -0.289 1.868
H -4.448 1.791 -0.568
H 2.394 0.771 -3.073
H -3.972 -3.864 2.129
C -0.921 1.514 -3.036
H 5.421 2.816 0.203
C 3.804 -1.976 -0.546
H 1.524 -1.283 -4.121
C -1.615 1.410 3.234
H -0.319 0.593 0.126
C -1.395 0.383 -3.693
H 4.787 -2.881 1.897
C -3.063 -1.528 0.434
H 0.825 2.589 -2.395
H -5.319 2.004 1.738
C 0.443 1.661 -2.798
C 3.749 3.005 -1.168
C -3.230 2.148 1.934
H 2.293 -2.670 3.504
H 3.598 -4.167 2.137
H 4.830 1.270 -0.403
H -3.468 2.115 4.170
H -2.429 -4.338 2.810
N 1.854 1.904 -0.053
C 2.239 -1.872 1.422
C 2.443 3.801 0.966
H -2.452 0.293 -3.910
H 5.796 2.320 -1.451
H -0.380 -5.539 -1.985
C -2.877 1.929 3.289
H 4.553 -1.302 -0.125
H -4.085 -1.910 0.385
*
```